{"formula": "F2H4N2P", "method": "the ωB97M-V functional and the def2-TZVPD basis", "charge": 1, "homo_ev": [-16.859, -16.860], "relative_energy_ev": 3.376, "gap_ha": [0.3619, 0.3620], "symbols": ["N", "N", "F", "F", "P", "H", "H", "H", "H"], "positions_angstrom": [[-0.170007, -1.079555, 1.645243], [1.019281, 0.523014, -1.124173], [-1.163994, 1.528370, -0.088715], [-1.473933, -0.499711, -1.197709], [-0.340195, 0.253367, -0.311143], [0.301348, -0.456649, 2.237539], [-1.148532, -1.209012, 1.673519], [1.160434, 1.076432, -2.003431], [1.815598, -0.136258, -0.831129]], "atomic_forces_ev_per_a": [[1.257, 0.432, -5.712], [1.097, -1.173, 0.629], [0.751, -0.003, 0.141], [2.303, 0.912, 1.593], [-2.178, -2.745, 0.739], [0.088, 1.507, 1.449], [-1.534, 0.301, 0.808], [-0.374, -0.668, 1.150], [-1.411, 1.437, -0.798]]}

***

{"formula": "C38H52NO5PbS2Si3", "method": "the ωB97M-V functional and the def2-TZVPD basis", "charge": -1, "homo_ev": -4.601, "gap_ha": 0.2591, "symbols": ["Pb", "C", "O", "Si", "C", "C", "C", "Si", "C", "C", "C", "Si", "C", "C", "C", "H", "H", "H", "H", "H", "H", "H", "H", "H", "H", "H", "H", "H", "H", "H", "H", "H", "H", "H", "H", "H", "H", "H", "H", "H", "H", "H", "O", "S", "C", "C", "C", "C", "C", "C", "C", "C", "C", "C", "C", "C", "C", "C", "H", "H", "H", "H", "H", "H", "H", "H", "H", "H", "H", "H", "H", "H", "C", "C", "C", "C", "C", "C", "C", "H", "H", "H", "H", "H", "H", "H", "O", "S", "O", "N", "C", "O", "C", "C", "C", "C", "C", "C", "H", "H", "H", "H"], "positions_angstrom": [[-1.127757, -0.899974, 0.933043], [3.460125, 1.012335, -0.754452], [2.339910, 0.270951, -0.286599], [2.391087, -1.211107, 0.445570], [2.656529, -0.867708, 2.272386], [3.998899, -2.005946, -0.140190], [0.866400, -2.166103, 0.067545], [0.804989, -2.567659, -1.748166], [2.045957, -3.934105, -2.193255], [1.196570, -1.053588, -2.780910], [-0.795948, -3.280375, -2.428719], [0.665761, -3.638367, 1.173814], [0.332735, -3.179493, 2.985541], [-0.832045, -4.664876, 0.679297], [2.118538, -4.846100, 1.225982], [4.277545, 0.356174, -1.075691], [3.847346, 1.674616, 0.031020], [3.156474, 1.619316, -1.603315], [3.565449, -0.269802, 2.402840], [2.761657, -1.782194, 2.870844], [1.812668, -0.288340, 2.674487], [4.866659, -1.560021, 0.361317], [4.134988, -1.884198, -1.225041], [4.019828, -3.081759, 0.062236], [2.936900, -3.916537, -1.553953], [2.374070, -3.836267, -3.236481], [1.575541, -4.920661, -2.079713], [2.272196, -0.831080, -2.759651], [0.683094, -0.173589, -2.374693], [0.896858, -1.180546, -3.828082], [-1.106488, -4.189028, -1.901771], [-0.635751, -3.542927, -3.482587], [-1.623666, -2.570409, -2.377960], [0.627830, -2.152001, 3.220705], [0.875118, -3.845969, 3.668311], [-0.736275, -3.270393, 3.213253], [-1.720109, -4.027297, 0.536488], [-1.076403, -5.407290, 1.449768], [-0.656905, -5.202905, -0.261400], [3.080315, -4.326610, 1.168128], [2.073009, -5.551497, 0.385997], [2.107917, -5.423685, 2.156446], [-4.108011, 2.054643, 1.084027], [-3.102877, 2.593144, 0.110537], [-4.082512, 3.251545, -1.296167], [-4.730746, 2.098958, -2.001994], [-4.113050, 1.513152, -3.105396], [-4.658296, 0.383521, -3.699749], [-5.812190, -0.190527, -3.179827], [-6.440974, 0.394260, -2.085844], [-5.909996, 1.541725, -1.509481], [-2.596258, 4.300395, 0.752247], [-3.203161, 4.524525, 2.099957], [-4.378299, 5.252325, 2.247884], [-4.990764, 5.368213, 3.489773], [-4.436121, 4.745603, 4.599913], [-3.274687, 3.994497, 4.456639], [-2.665432, 3.885162, 3.216701], [-3.354436, 3.772996, -1.927275], [-4.803530, 3.941223, -0.853636], [-3.186112, 1.938246, -3.482130], [-4.172889, -0.062361, -4.562342], [-6.210148, -1.102541, -3.612515], [-7.336986, -0.053570, -1.670826], [-6.393964, 1.999538, -0.652332], [-2.899827, 5.037534, 0.010879], [-1.508858, 4.265177, 0.804364], [-4.819746, 5.734547, 1.380554], [-5.909159, 5.936088, 3.587379], [-4.908069, 4.843775, 5.569423], [-2.852484, 3.478838, 5.311831], [-1.768347, 3.281731, 3.098443], [-2.831959, -0.892964, -0.704579], [-3.825652, -1.802497, -0.084748], [-4.417870, -1.487511, 1.152075], [-5.278541, -2.377598, 1.784759], [-5.598272, -3.594864, 1.192472], [-5.041016, -3.911182, -0.042656], [-4.162562, -3.034279, -0.664972], [-3.171236, 0.135577, -0.674426], [-2.616381, -1.155007, -1.735771], [-4.225518, -0.510400, 1.588156], [-5.705726, -2.120321, 2.748980], [-6.279564, -4.282824, 1.679987], [-5.306822, -4.843827, -0.528976], [-3.727048, -3.293640, -1.625488], [0.859844, 3.215423, -3.079658], [0.056935, 3.540444, -1.931549], [-1.050359, 4.442758, -2.152219], [-0.455500, 2.228690, -1.136284], [0.015497, 2.182290, 0.106645], [-0.322751, 1.365351, 1.011653], [0.949709, 3.309154, 0.441751], [1.620823, 3.518781, 1.631849], [2.466695, 4.621579, 1.715409], [2.621729, 5.484718, 0.630135], [1.929666, 5.273363, -0.558172], [1.094603, 4.176806, -0.623357], [1.482647, 2.828805, 2.458791], [3.019738, 4.805084, 2.630957], [3.288504, 6.335187, 0.716858], [2.047503, 5.942162, -1.402945]], "atomic_forces_ev_per_a": [[-0.096, -0.049, 0.165], [-0.188, -0.319, 0.332], [0.261, 0.642, -0.372], [0.110, -0.097, 0.207], [-0.163, -0.020, 0.251], [0.211, -0.202, -0.235], [-0.165, 0.119, -0.047], [0.080, -0.128, -0.176], [0.224, -0.117, 0.080], [0.122, 0.229, -0.011], [-0.314, -0.057, 0.075], [-0.115, -0.254, 0.273], [-0.011, 0.204, 0.194], [-0.191, -0.057, -0.183], [0.206, -0.069, -0.187], [-0.085, 0.072, 0.008], [-0.079, -0.034, -0.034], [-0.142, 0.084, -0.095], [-0.046, -0.028, -0.045], [0.030, 0.183, -0.090], [0.160, -0.109, -0.030], [-0.100, 0.009, -0.064], [-0.013, -0.051, 0.215], [0.067, 0.258, -0.021], [-0.190, -0.050, -0.234], [-0.069, -0.041, 0.110], [0.083, 0.126, -0.026], [-0.183, 0.002, -0.037], [0.054, -0.072, -0.122], [0.032, -0.054, 0.126], [0.031, 0.184, -0.174], [0.030, 0.057, 0.107], [0.150, -0.148, -0.088], [-0.117, -0.219, 0.042], [-0.061, 0.035, -0.118], [0.131, 0.026, -0.017], [0.135, -0.200, 0.020], [0.070, 0.125, -0.056], [-0.060, 0.051, 0.237], [-0.128, -0.171, 0.114], [0.055, 0.131, 0.114], [-0.063, 0.027, -0.084], [0.161, 0.081, -0.195], [-0.707, 0.350, 0.502], [0.253, -0.162, -0.011], [-0.051, 0.007, -0.036], [0.039, 0.045, -0.015], [-0.003, -0.040, 0.000], [0.007, 0.026, 0.074], [0.079, 0.040, -0.044], [-0.018, -0.043, 0.001], [0.002, -0.324, 0.024], [-0.086, -0.237, -0.084], [-0.019, 0.070, 0.008], [0.050, 0.003, 0.011], [0.026, 0.015, -0.102], [0.003, 0.037, 0.000], [0.071, 0.022, -0.027], [-0.171, 0.003, 0.074], [-0.024, 0.011, -0.058], [-0.082, -0.048, 0.029], [0.000, 0.028, 0.104], [0.004, 0.094, 0.004], [0.049, 0.027, -0.019], [0.081, -0.089, -0.029], [0.073, 0.014, 0.057], [-0.015, 0.100, -0.022], [0.022, -0.043, 0.048], [0.052, 0.001, 0.000], [-0.015, -0.043, -0.003], [0.000, 0.048, -0.037], [-0.098, 0.027, 0.011], [-0.058, -0.117, -0.032], [-0.012, -0.026, 0.021], [-0.032, -0.003, -0.055], [0.018, -0.026, -0.088], [0.055, 0.072, -0.019], [-0.015, 0.085, -0.007], [0.010, -0.037, 0.053], [-0.016, 0.129, 0.061], [0.076, 0.089, 0.055], [0.019, -0.066, 0.011], [0.004, 0.041, -0.082], [0.034, 0.021, -0.009], [0.065, 0.010, 0.016], [-0.040, -0.014, 0.062], [0.008, -0.025, 0.068], [0.254, -0.069, 0.030], [-0.040, 0.073, 0.035], [0.356, -0.236, 0.329], [-0.433, -0.175, -0.010], [0.367, 0.390, -0.802], [0.067, -0.034, 0.018], [0.069, 0.034, 0.044], [-0.009, -0.044, -0.015], [-0.002, -0.027, 0.113], [-0.022, 0.065, -0.111], [-0.021, -0.147, 0.072], [0.048, 0.065, -0.100], [-0.052, 0.019, -0.081], [-0.026, -0.045, -0.011], [-0.017, -0.037, 0.049]]}

***

{"formula": "C4H7NO3", "method": "the ωB97M-V functional and the def2-TZVPD basis", "smiles": "CCC(=O)NC(=O)O", "homo_ev": -10.529, "relative_energy_ev": 0.000, "gap_ha": 0.4087, "symbols": ["O", "C", "N", "C", "O", "O", "C", "C", "H", "H", "H", "H", "H", "H", "H"], "positions_angstrom": [[1.304773, 0.106797, 1.953590], [0.820476, -0.083468, 0.870212], [1.009959, 0.960347, -0.079390], [0.467489, 1.138893, -1.326566], [0.812053, 2.371588, -1.762553], [-0.178657, 0.371600, -1.988623], [-0.000008, -1.265295, 0.461190], [-1.448236, -1.098619, 0.903110], [1.582507, 1.732004, 0.205814], [0.503450, 2.474410, -2.652749], [0.460293, -2.130065, 0.922374], [0.063209, -1.408047, -0.609048], [-1.816906, -0.092476, 0.699369], [-2.062569, -1.860256, 0.433331], [-1.517830, -1.217414, 1.969937]], "atomic_forces_ev_per_a": [[0.072, -0.413, 0.324], [0.148, 1.055, -0.495], [-0.379, -0.482, -0.220], [0.138, -0.075, -0.359], [0.463, 0.125, 0.958], [-0.186, -0.117, 0.118], [0.314, -0.091, -0.212], [0.125, 0.140, 0.075], [0.143, 0.121, 0.519], [-0.409, -0.035, -0.879], [-0.002, -0.184, 0.285], [-0.060, 0.105, -0.184], [-0.139, -0.146, -0.353], [-0.191, 0.133, -0.097], [-0.036, -0.136, 0.519]]}

***

{"formula": "C4H6O2", "method": "the ωB97M-V functional and the def2-TZVPD basis", "smiles": "CC(=O)C(C)=O", "homo_ev": -9.590, "relative_energy_ev": 0.581, "gap_ha": 0.3441, "symbols": ["C", "C", "O", "C", "O", "C", "H", "H", "H", "H", "H", "H"], "positions_angstrom": [[1.598248, -1.014627, -0.563066], [0.146868, -0.629576, -0.471082], [-0.759430, -1.248503, -0.982801], [-0.159765, 0.642582, 0.352333], [0.765882, 1.314206, 0.752705], [-1.605203, 0.979754, 0.606455], [1.700628, -1.905317, -1.184356], [2.191653, -0.189586, -0.968254], [1.988675, -1.209372, 0.441843], [-1.731888, 1.211240, 1.667055], [-1.867387, 1.880984, 0.041766], [-2.268281, 0.168216, 0.307403]], "atomic_forces_ev_per_a": [[0.009, -0.078, -0.050], [-0.108, -0.278, -0.166], [0.385, 0.278, 0.210], [0.151, 0.333, 0.201], [-0.373, -0.302, -0.172], [-0.060, 0.002, 0.010], [-0.028, 0.127, 0.079], [-0.120, -0.084, 0.056], [-0.065, 0.042, -0.124], [0.040, -0.018, -0.121], [0.074, -0.119, 0.045], [0.094, 0.098, 0.031]]}

***

{"formula": "C4H8NOP", "method": "the ωB97M-V functional and the def2-TZVPD basis", "homo_ev": [-6.955, -7.513], "relative_energy_ev": 5.514, "gap_ha": [0.2755, 0.3035], "symbols": ["C", "C", "C", "C", "N", "O", "P", "H", "H", "H", "H", "H", "H", "H", "H"], "positions_angstrom": [[0.415796, 0.248089, -1.405140], [-0.208223, 1.076861, -0.203551], [0.213282, 0.159318, 0.930227], [-0.082046, 0.072658, 2.405767], [1.357953, -0.649610, -0.801111], [1.069383, -0.714466, 0.500781], [-0.957286, -0.813976, -2.182960], [0.936574, 0.760749, -2.236584], [0.185332, 2.098458, 0.116977], [-1.303827, 1.011101, -0.461216], [0.742009, -0.482566, 2.846820], [-1.068934, -0.432179, 2.463573], [-0.442392, 0.968312, 2.934509], [-0.604511, -1.869492, -1.477496], [-0.253111, -1.433255, -3.430596]], "atomic_forces_ev_per_a": [[0.417, 0.277, 0.171], [-0.183, -0.527, 0.166], [-0.624, 0.470, 0.265], [-1.683, -0.002, -1.123], [1.288, -0.594, -0.677], [-0.066, 0.343, 0.082], [0.037, 1.119, -2.936], [-0.399, 0.152, 0.638], [-0.727, -0.878, -1.139], [0.817, 0.914, 0.979], [-0.357, 0.105, 0.499], [0.637, -0.772, 0.212], [1.224, 0.347, -0.380], [0.351, -2.115, 1.484], [-0.732, 1.162, 1.759]]}

***

{"formula": "CBrClOS", "method": "the ωB97M-V functional and the def2-TZVPD basis", "homo_ev": -9.229, "relative_energy_ev": 0.505, "gap_ha": 0.3116, "symbols": ["C", "O", "S", "Cl", "Br"], "positions_angstrom": [[2.511876, -0.578030, -1.118649], [3.012085, -1.575004, -1.173519], [-1.196340, 0.930439, 0.294571], [-1.760811, 1.788608, 2.120669], [-2.566811, -0.566014, -0.123073]], "atomic_forces_ev_per_a": [[-0.448, 0.857, 0.045], [0.433, -0.853, -0.042], [1.189, 1.812, 1.083], [0.123, -0.547, -0.888], [-1.296, -1.269, -0.198]]}

***

Max |F| for every record listed, in sequence, given in eV/A: 5.9; 1.0; 1.2; 0.5; 3.1; 2.4.